ORCA calculation (ωB97M-V with the def2-TZVPD basis set) on C44H52BrN4OS4TaTe as an isolated structure.

Each line ends with the Mulliken charge.
Positions of all 108 atoms, in Å:
Ta: -1.61 0.82 -0.15  -0.035
C: 0.47 3.92 -0.46  -1.278
C: 1.38 3.08 0.39  0.900
C: 2.75 3.31 0.33  -0.854
C: 3.63 2.66 1.18  -1.417
C: 3.12 1.80 2.13  -0.648
C: 1.76 1.52 2.22  2.078
C: 1.33 0.57 3.31  -1.901
C: 0.88 2.15 1.32  -0.964
N: -0.53 1.85 1.33  1.116
C: -1.24 2.14 2.49  1.407
C: -0.76 3.17 3.48  -2.410
C: -2.48 1.60 2.58  0.721
C: -3.34 1.81 3.80  -2.373
N: -2.89 0.84 1.48  2.262
C: -4.18 0.20 1.63  -0.927
C: -4.19 -1.11 2.15  1.206
C: -2.94 -1.75 2.66  -1.064
C: -5.40 -1.78 2.25  -0.742
C: -6.59 -1.17 1.89  -1.156
C: -6.57 0.15 1.49  -0.952
C: -5.38 0.86 1.36  0.987
C: -5.47 2.32 1.01  -1.480
H: 1.03 4.74 -0.91  0.544
H: -0.35 4.34 0.13  0.310
H: 0.01 3.35 -1.27  0.071
H: 3.13 4.03 -0.38  0.435
H: 4.69 2.85 1.13  0.551
H: 3.79 1.31 2.83  0.474
H: 1.75 0.89 4.27  0.535
H: 1.73 -0.43 3.13  0.428
H: 0.26 0.50 3.44  -0.005
H: 0.14 3.67 3.12  0.405
H: -0.53 2.74 4.46  0.334
H: -1.53 3.93 3.63  0.541
H: -2.76 1.66 4.71  0.504
H: -4.18 1.13 3.82  0.388
H: -3.74 2.83 3.84  0.427
H: -2.46 -1.13 3.43  0.132
H: -2.21 -1.94 1.87  0.108
H: -3.17 -2.72 3.11  0.496
H: -5.40 -2.80 2.63  0.393
H: -7.52 -1.71 1.97  0.415
H: -7.50 0.65 1.27  0.441
H: -6.46 2.69 1.24  0.506
H: -5.29 2.49 -0.05  0.222
H: -4.74 2.92 1.56  0.154
O: -2.41 4.64 -6.01  -0.562
C: -2.28 3.98 -5.03  0.588
S: -3.14 4.29 -3.50  -0.192
C: -2.42 2.98 -2.61  0.248
C: -1.54 2.20 -3.25  -0.218
S: -0.73 0.87 -2.46  -0.548
S: -1.18 2.58 -4.92  -0.111
S: -2.84 2.72 -0.93  -0.560
N: 0.17 -2.15 1.22  -0.679
N: -0.19 -0.76 1.12  0.716
H: 0.90 -2.24 1.92  0.422
H: 0.60 -2.42 0.34  -0.566
H: 0.66 -0.19 1.12  -0.189
H: -0.68 -0.53 1.98  -0.124
C: 4.69 -6.06 1.08  -1.491
C: 3.94 -4.99 0.35  0.562
C: 3.09 -5.30 -0.71  -1.013
C: 2.40 -4.31 -1.41  0.948
C: 1.50 -4.74 -2.54  -1.625
C: 2.55 -2.97 -1.03  -0.524
Te: 1.37 -1.55 -2.07  1.379
C: 3.36 -2.64 0.07  1.416
C: 3.45 -1.25 0.65  -0.794
C: 4.05 -3.66 0.72  -0.955
H: 4.57 -7.03 0.60  0.357
H: 4.33 -6.16 2.11  0.316
H: 5.75 -5.83 1.13  0.358
H: 2.98 -6.33 -1.01  0.284
H: 1.55 -5.81 -2.69  0.414
H: 1.78 -4.25 -3.48  0.357
H: 0.45 -4.48 -2.36  0.279
H: 3.29 -0.46 -0.08  -0.243
H: 4.42 -1.09 1.11  0.604
H: 2.70 -1.13 1.44  -0.431
H: 4.69 -3.40 1.56  0.447
C: 3.81 2.94 -3.64  -1.408
C: 4.56 1.64 -3.34  2.369
C: 5.56 1.86 -2.20  -1.350
C: 5.30 1.16 -4.60  -1.819
C: 3.59 0.62 -2.92  0.497
C: 2.80 -0.22 -2.55  -1.749
H: 4.51 3.71 -3.97  0.408
H: 3.29 3.30 -2.75  0.110
H: 3.07 2.79 -4.43  0.417
H: 6.27 2.64 -2.48  0.441
H: 6.11 0.94 -1.98  0.380
H: 5.04 2.17 -1.29  0.041
H: 6.02 1.91 -4.92  0.397
H: 4.59 0.99 -5.42  0.399
H: 5.83 0.23 -4.41  0.385
Br: -5.73 -4.34 -2.21  -0.223
C: -4.54 -2.97 -1.64  -0.015
C: -4.91 -1.65 -1.80  -0.775
C: -4.04 -0.66 -1.36  -0.494
C: -2.80 -0.95 -0.75  1.306
C: -2.48 -2.30 -0.64  -0.493
C: -3.33 -3.31 -1.08  -0.980
H: -5.85 -1.39 -2.25  0.479
H: -4.35 0.37 -1.50  0.334
H: -1.56 -2.61 -0.18  0.700
H: -3.05 -4.35 -0.97  0.485

Values from the calculation:
Frontier orbital gap (alpha / beta) in eV: 6.55 / 6.55
HOMO level (alpha / beta) in eV: -7.237 / -7.236
Relative energy (zero: lowest compared OMol25 entry of this formula, charge and spin) in kJ/mol: 98.6



ORCA calculation (ωB97M-V with the def2-TZVPD basis set) on a 4-piece molecular cluster, CH11N3O3 overall.

Each line ends with the Mulliken spin population.
Positions of all 18 atoms, in Å:
N: 0.36 -0.64 1.14  0.933
C: 0.23 -1.88 0.50  1.272
N: 1.48 -2.57 0.48  -0.072
N: -0.77 -2.06 -0.30  -0.178
H: 0.92 -0.61 2.02  -0.432
H: -0.50 0.00 1.38  -0.395
H: 2.35 -2.21 0.28  -0.232
H: 1.51 -3.40 -0.14  -0.091
H: -1.51 -1.26 -0.24  -0.109
H: 0.01 3.64 1.05  -0.081
H: -1.11 4.05 1.76  -0.036
O: -0.19 4.30 1.78  0.228
H: 0.68 0.31 -2.77  -0.094
H: -0.08 -0.77 -2.06  0.023
O: -0.09 -0.27 -2.90  0.127
H: -1.42 1.37 -1.14  -0.173
H: -0.51 0.95 0.02  -0.034
O: -0.88 1.73 -0.42  0.344

Values from the calculation:
Expectation value of S²: 0.751
Frontier orbital gap (alpha / beta) in eV: 3.48 / 9.54
Multiplicity: 2
Total charge: -1
HOMO level (alpha / beta) in eV: 0.564 / -5.795
Relative energy (zero: lowest compared OMol25 entry of this formula, charge and spin) in kJ/mol: 127.8



ORCA calculation (ωB97M-V with the def2-TZVPD basis set) on C12H17Cl2N3O2W as an isolated structure.

Each line ends with the Mulliken spin population.
Positions of all 37 atoms, in Å:
C: 1.33 1.38 -1.22  -0.007
C: 1.84 0.06 -1.56  0.037
C: 2.40 -0.50 -0.33  0.032
C: 2.00 -0.52 -2.92  -0.034
C: 2.20 0.48 0.72  -0.055
C: 1.58 1.62 0.15  0.097
C: 1.42 2.92 0.86  0.005
C: 0.86 2.41 -2.19  -0.005
C: 3.17 -1.76 -0.18  -0.020
C: 2.74 0.38 2.10  0.007
W: 0.17 -0.59 -0.27  1.691
Cl: 0.17 -2.73 -0.94  0.107
Cl: -1.27 0.11 -2.08  0.029
O: 0.33 -1.04 1.74  0.046
H: 1.41 0.03 -3.66  -0.003
H: 1.66 -1.55 -2.94  -0.001
H: 3.06 -0.53 -3.20  0.003
H: 2.93 -2.48 -0.96  0.000
H: 2.94 -2.25 0.78  -0.004
H: 4.25 -1.53 -0.22  0.004
H: 2.78 -0.66 2.44  0.002
H: 2.08 0.94 2.77  0.000
H: 3.74 0.82 2.19  -0.002
H: 1.13 2.73 1.90  0.002
H: 0.66 3.54 0.37  0.000
H: 2.34 3.52 0.88  0.004
H: 0.46 1.97 -3.11  -0.001
H: 1.67 3.09 -2.49  0.000
H: 0.07 3.00 -1.72  -0.001
H: -0.53 -1.34 2.07  0.003
O: -1.43 2.14 0.94  0.054
H: -2.13 1.46 0.65  -0.003
N: -2.05 -1.14 0.29  -0.007
C: -3.14 -1.58 0.52  0.014
N: -4.19 -2.25 0.80  0.005
C: -5.40 -1.76 0.93  0.000
N: -6.51 -1.39 1.06  0.001

Values from the calculation:
Expectation value of S²: 2.014
Frontier orbital gap (alpha / beta) in eV: 5.32 / 5.41
Multiplicity: 3
Total charge: -2
HOMO level (alpha / beta) in eV: -0.254 / -0.346
Relative energy (zero: lowest compared OMol25 entry of this formula, charge and spin) in kJ/mol: 0.0



ORCA calculation (ωB97M-V with the def2-TZVPD basis set) on C39H35N7O7P3Pb as an isolated structure.

Each line ends with the Mulliken charge.
Positions of all 92 atoms, in Å:
Pb: -1.63 0.64 -1.39  1.785
C: -0.93 3.35 1.00  -2.099
N: -1.55 2.95 -0.23  0.590
C: -2.24 3.82 -0.88  -0.319
C: -2.85 3.55 -2.12  -0.038
C: -3.55 4.43 -2.96  -1.011
C: -3.89 3.70 -4.08  -0.837
C: -3.41 2.40 -3.87  -0.782
N: -2.78 2.31 -2.70  0.581
C: 0.57 3.50 0.89  0.776
C: 1.28 2.86 -0.11  1.294
C: 2.65 3.00 -0.20  -0.534
C: 3.34 3.78 0.72  -0.647
C: 2.63 4.42 1.72  -0.596
C: 1.26 4.28 1.81  -0.767
H: -1.15 2.59 1.76  0.209
H: -1.35 4.30 1.37  0.557
H: -2.37 4.83 -0.47  0.263
H: -3.76 5.46 -2.76  0.504
H: -4.42 4.04 -4.95  0.449
H: -3.49 1.55 -4.52  0.440
H: 0.76 2.25 -0.83  -0.227
H: 3.19 2.49 -0.99  0.418
H: 4.41 3.89 0.65  0.413
H: 3.16 5.04 2.44  0.378
H: 0.72 4.79 2.60  0.413
N: 1.95 -0.33 -2.05  0.532
P: 0.81 -0.93 -0.90  1.144
C: 1.90 -0.46 0.57  1.348
C: 1.30 0.33 1.55  -0.428
C: 2.00 0.76 2.66  -0.465
C: 3.34 0.43 2.81  -1.118
C: 3.95 -0.34 1.83  -0.943
C: 3.24 -0.78 0.73  -0.588
C: 1.27 -2.70 -0.90  0.478
C: 1.40 -3.38 0.31  -0.406
C: 1.70 -4.74 0.33  -0.740
C: 1.84 -5.44 -0.85  -0.696
C: 1.68 -4.77 -2.06  -0.898
C: 1.41 -3.42 -2.08  -0.918
C: 1.61 0.57 -3.02  -0.214
C: 2.39 0.66 -4.18  -1.094
C: 2.09 1.63 -5.11  -0.549
C: 1.05 2.51 -4.85  -1.130
C: 0.32 2.34 -3.69  -0.544
N: 0.58 1.39 -2.80  0.926
H: 2.61 -1.03 -2.36  0.361
H: 0.27 0.62 1.43  -0.050
H: 1.51 1.35 3.42  0.541
H: 3.90 0.77 3.67  0.461
H: 5.00 -0.59 1.94  0.407
H: 3.73 -1.40 0.00  0.445
H: 1.29 -2.85 1.24  0.341
H: 1.82 -5.25 1.28  0.444
H: 2.06 -6.50 -0.84  0.372
H: 1.75 -5.32 -2.99  0.472
H: 1.25 -2.93 -3.03  0.211
H: 3.18 -0.05 -4.34  0.496
H: 2.66 1.69 -6.03  0.409
H: 0.80 3.30 -5.55  0.468
H: -0.51 2.99 -3.46  0.304
O: -1.75 -2.60 -0.57  -0.104
P: -2.91 -2.55 -1.72  0.679
O: -3.97 -3.51 -1.40  -0.868
O: -3.25 -1.10 -1.95  -0.680
O: -2.06 -3.10 -3.00  -0.517
P: -1.09 -2.07 -3.82  0.897
O: -2.14 -1.11 -4.55  -0.608
O: -0.25 -2.80 -4.76  -0.865
O: -0.39 -1.22 -2.75  -0.050
H: -1.55 -3.53 -0.45  0.218
H: -2.76 -0.83 -3.86  0.469
N: 0.77 -3.96 8.33  -0.554
C: 0.30 -3.53 7.37  0.081
C: -0.31 -2.98 6.22  0.428
C: 0.47 -2.45 5.19  -1.346
C: -0.13 -1.85 4.10  0.614
C: -1.52 -1.77 4.02  0.342
C: -2.30 -2.33 5.04  -0.905
C: -1.70 -2.93 6.13  -0.807
N: -2.13 -1.07 2.97  0.473
C: -3.24 -0.26 3.07  -0.347
C: -3.37 0.34 1.86  -1.481
N: -2.39 -0.08 1.03  0.627
C: -1.67 -0.93 1.70  -0.978
H: 1.55 -2.48 5.25  0.487
H: 0.47 -1.42 3.32  0.476
H: -3.38 -2.30 4.97  0.543
H: -2.30 -3.35 6.92  0.476
H: -3.80 -0.16 3.98  0.466
H: -4.10 1.05 1.53  0.593
H: -0.85 -1.49 1.29  0.652

Values from the calculation:
Frontier orbital gap in eV: 6.52
Total charge: -1
HOMO level in eV: -5.016
Relative energy (zero: lowest compared OMol25 entry of this formula, charge and spin) in kJ/mol: 135.1



ORCA calculation (ωB97M-V with the def2-TZVPD basis set) on a 2-piece molecular cluster, C2H3NO2S2 overall.

Each line ends with the Mulliken charge.
Positions of all 10 atoms, in Å:
C: 0.11 -0.75 0.76  0.220
C: -0.02 0.24 -0.11  -0.364
N: -0.07 1.56 0.16  0.969
O: 0.20 1.86 1.30  -0.571
O: -0.30 2.33 -0.73  -0.570
S: 0.18 -2.43 0.32  -0.143
S: -0.31 -0.25 -2.54  -0.183
H: 0.29 -0.62 1.93  0.293
H: -0.24 -3.02 1.47  0.156
H: 0.17 1.06 -2.56  0.192

Values from the calculation:
Frontier orbital gap in eV: 7.97
HOMO level in eV: -9.646
Relative energy (zero: lowest compared OMol25 entry of this formula, charge and spin) in kJ/mol: 610.0



ORCA calculation (ωB97M-V with the def2-TZVPD basis set) on a 4-piece molecular cluster, C20H23BO12P3 overall.

Each line ends with the Mulliken charge.
Positions of all 59 atoms, in Å:
C: -3.15 4.90 -0.71  -1.023
C: -3.65 5.34 0.67  -0.193
O: -3.78 4.17 1.53  -0.301
B: -3.30 4.17 2.76  0.379
O: -2.61 5.10 3.47  -0.362
P: -3.60 2.45 3.68  0.356
O: -5.16 2.37 4.05  -0.469
P: -2.94 0.87 2.31  -0.139
P: -1.70 -0.52 3.49  0.989
O: -1.59 -1.74 2.71  -0.599
O: -0.36 0.26 3.76  -0.465
O: -2.30 -0.68 4.95  -0.504
H: -2.87 3.85 -0.69  0.288
H: -2.26 5.46 -0.99  0.320
H: -3.90 5.06 -1.48  0.296
H: -2.96 6.06 1.08  0.304
H: -4.65 5.76 0.57  0.308
H: -3.07 5.94 3.60  0.341
H: -2.85 2.35 4.86  0.212
H: -5.32 1.76 4.79  0.362
H: -4.11 0.18 1.94  0.178
H: 0.19 0.29 2.97  0.377
H: -3.22 -0.42 4.98  0.350
C: 2.17 -2.41 3.91  0.038
C: 1.88 -2.90 5.11  -0.539
C: 2.95 -3.19 6.11  0.243
O: 2.68 -3.63 7.20  -0.537
C: 4.35 -2.89 5.71  -0.427
C: 4.64 -2.40 4.51  -0.418
C: 3.57 -2.12 3.52  0.275
O: 3.83 -1.65 2.43  -0.540
H: 1.41 -2.21 3.16  0.542
H: 0.87 -3.13 5.42  0.473
H: 5.11 -3.11 6.45  0.413
H: 5.65 -2.18 4.20  0.441
C: 3.03 -1.57 -1.75  -0.592
C: 2.63 -1.85 -0.51  -0.202
C: 1.44 -2.71 -0.28  0.362
O: 1.05 -2.96 0.84  -0.492
C: 0.73 -3.26 -1.46  -0.420
C: 1.14 -2.98 -2.70  -0.392
C: 2.32 -2.11 -2.93  0.416
O: 2.69 -1.84 -4.06  -0.612
H: 3.89 -0.94 -1.95  0.457
H: 3.13 -1.46 0.37  0.566
H: -0.12 -3.88 -1.26  0.448
H: 0.64 -3.36 -3.58  0.439
C: -0.57 0.61 -7.79  -0.392
C: -0.01 0.25 -8.94  -0.388
C: 1.23 -0.57 -8.97  0.341
O: 1.74 -0.89 -10.02  -0.531
C: 1.81 -0.98 -7.67  -0.422
C: 1.25 -0.63 -6.52  -0.226
C: 0.02 0.20 -6.49  0.427
O: -0.50 0.52 -5.44  -0.578
H: -1.47 1.21 -7.74  0.405
H: -0.41 0.54 -9.90  0.411
H: 2.71 -1.58 -7.71  0.446
H: 1.67 -0.92 -5.55  0.561

Values from the calculation:
Frontier orbital gap in eV: 6.73
Total charge: +1
HOMO level in eV: -11.289



ORCA calculation (ωB97M-V with the def2-TZVPD basis set) on C20H29FeNO4PS as an isolated structure.

Each line ends with the Mulliken spin population.
Positions of all 57 atoms, in Å:
Fe: -0.24 -1.05 -0.33  1.093
C: 1.81 -1.56 -0.25  0.007
C: 1.23 -2.14 -1.42  -0.024
C: 0.25 -3.06 -1.00  -0.044
C: 0.18 -3.03 0.40  0.036
C: 1.17 -2.12 0.87  -0.026
H: 2.61 -0.84 -0.22  0.002
H: 1.51 -1.94 -2.44  0.000
H: -0.43 -3.59 -1.65  -0.001
H: -0.51 -3.57 1.03  0.000
H: 1.36 -1.87 1.90  0.002
C: -4.46 3.92 5.09  0.000
C: -3.58 2.86 4.48  0.001
C: -2.33 3.18 3.94  -0.001
C: -1.53 2.20 3.38  0.001
C: -1.97 0.89 3.36  0.002
C: -3.19 0.55 3.91  0.000
C: -3.99 1.53 4.46  -0.001
S: -0.95 -0.35 2.60  0.019
O: 0.42 0.09 2.73  0.001
O: -1.32 -1.61 3.20  0.003
N: -1.35 -0.29 1.04  -0.032
C: -2.77 -0.47 0.75  0.019
C: -2.97 -0.83 -0.71  -0.005
O: -4.06 -0.79 -1.23  -0.002
O: -1.87 -1.16 -1.34  -0.018
H: -3.99 4.91 5.02  0.000
H: -4.65 3.71 6.14  0.000
H: -5.42 3.96 4.58  0.000
H: -1.99 4.21 3.96  0.000
H: -0.56 2.45 2.97  -0.001
H: -3.50 -0.49 3.91  0.000
H: -4.95 1.26 4.90  0.000
H: -3.35 0.44 0.96  -0.001
H: -3.21 -1.28 1.35  0.009
C: 0.05 1.61 -4.33  -0.002
C: 0.09 0.45 -3.34  -0.004
P: -0.05 0.85 -1.56  -0.046
C: 1.41 1.89 -1.21  0.009
C: 1.67 2.12 0.28  0.002
C: -1.49 1.97 -1.50  0.005
C: -1.69 2.77 -0.21  -0.006
H: 0.25 1.24 -5.33  0.000
H: 0.80 2.37 -4.09  0.000
H: -0.93 2.09 -4.35  0.000
H: 1.04 -0.09 -3.45  0.000
H: -0.70 -0.27 -3.53  0.000
H: 1.30 2.84 -1.74  -0.003
H: 2.26 1.38 -1.67  0.001
H: 0.91 2.76 0.73  0.001
H: 2.64 2.61 0.43  0.000
H: 1.67 1.19 0.85  0.003
H: -2.36 1.35 -1.71  -0.001
H: -1.39 2.66 -2.34  0.000
H: -1.67 2.13 0.67  0.005
H: -2.65 3.29 -0.24  0.000
H: -0.91 3.53 -0.09  0.000

Values from the calculation:
Expectation value of S²: 0.774
Frontier orbital gap (alpha / beta) in eV: 8.72 / 8.87
Multiplicity: 2
HOMO level (alpha / beta) in eV: -8.589 / -8.884
Relative energy (zero: lowest compared OMol25 entry of this formula, charge and spin) in kJ/mol: 0.0